1.
This record from the OMol25 dataset describes a cluster of 7 separate species, C44H36NO24S in total at a distorted geometry. The level of theory is wB97M-V/def2-TZVPD.

```
! wB97M-V def2-TZVPD RIJCOSX def2/J DEFGRID3
* xyz 1 1
C 6.92243 4.39462 -1.81354
C 6.13576 4.47193 -3.17795
S 5.09424 3.00745 -3.56324
C 3.90276 2.66213 -2.21354
C 2.60131 3.55877 -2.27109
C 2.58397 4.92589 -2.82991
C 1.36743 5.75891 -2.84198
C 0.15945 5.14899 -2.27978
N 0.17302 3.86630 -1.79844
C 1.30744 3.06773 -1.76775
H 6.29421 4.15605 -0.91797
H 7.34953 5.42781 -1.63109
H 7.82239 3.71529 -1.85655
H 6.91904 4.51503 -3.99253
H 5.60390 5.45909 -3.21828
H 4.36082 2.64175 -1.18936
H 3.52583 1.61140 -2.39918
H 3.50351 5.37501 -3.26584
H 1.36749 6.80179 -3.23635
H -0.76666 5.77451 -2.27491
H -0.71343 3.49957 -1.42882
H 1.21076 2.04599 -1.32923
C 10.52325 6.62705 -3.54056
C 10.66313 7.87453 -4.00243
C 10.38485 8.21328 -5.43203
O 10.50590 9.36338 -5.80660
C 9.97829 7.12981 -6.32775
C 9.84252 5.88352 -5.86571
C 10.09423 5.55097 -4.43092
O 9.93965 4.40355 -4.04815
O 9.47157 4.86860 -6.67246
O 11.05888 8.88047 -3.20268
H 10.71919 6.36933 -2.50859
H 9.79697 7.38361 -7.36318
H 9.44618 4.07682 -6.10145
H 11.08021 9.67471 -3.77161
C -0.52632 -1.22405 1.72823
C -1.10471 -0.44228 0.81208
C -1.11430 1.04670 0.95004
O -1.63799 1.73171 0.07932
C -0.49531 1.63050 2.13400
C 0.08201 0.84878 3.05512
C 0.11638 -0.63858 2.90487
O 0.66610 -1.30982 3.75402
O 0.65473 1.36451 4.15236
O -1.70438 -0.96311 -0.27903
H -0.51072 -2.30174 1.63880
H -0.52558 2.70738 2.23028
H 0.99762 0.59860 4.65476
H -2.04253 -0.20079 -0.78427
C -4.86023 0.69288 -0.08303
C -5.18500 0.60102 1.20820
C -6.50590 0.05417 1.64261
O -6.75290 -0.02928 2.83218
C -7.45340 -0.35584 0.60809
C -7.12887 -0.26015 -0.68638
C -5.79707 0.26123 -1.11933
O -5.53098 0.31610 -2.30595
O -7.98589 -0.62928 -1.65546
O -4.33421 0.99699 2.18121
H -3.90666 1.08521 -0.40817
H -8.41247 -0.73368 0.93527
H -7.51772 -0.46567 -2.49660
H -4.80324 0.82509 3.02153
C 6.52184 -0.19692 -4.68056
C 7.71866 -0.74679 -4.91011
C 7.92804 -1.72055 -6.02530
O 9.03659 -2.18323 -6.21200
C 6.77267 -2.07978 -6.84850
C 5.57630 -1.53148 -6.61467
C 5.37477 -0.53800 -5.51700
O 4.26996 -0.04704 -5.34766
O 4.49809 -1.84948 -7.35822
O 8.78793 -0.44865 -4.15023
H 6.35707 0.50955 -3.87924
H 6.93224 -2.79814 -7.64081
H 3.76308 -1.32172 -6.99245
H 9.52588 -0.97216 -4.51984
C -9.09717 -4.26176 6.47578
C -9.09502 -4.47177 5.15526
C -8.60077 -3.43202 4.20135
O -8.59839 -3.67056 3.00637
C -8.14086 -2.15837 4.75067
C -8.14588 -1.94714 6.07054
C -8.61402 -2.99503 7.02685
O -8.58523 -2.76835 8.22172
O -7.72875 -0.77989 6.59960
O -9.53761 -5.63113 4.62288
H -9.45034 -5.00532 7.17783
H -7.80259 -1.40914 4.04790
H -7.83008 -0.88073 7.56594
H -9.43166 -5.52973 3.65697
C -6.15649 -8.68595 7.32552
C -7.11652 -8.04597 6.65122
C -8.13161 -8.78672 5.84372
O -9.00186 -8.16633 5.25938
C -8.02995 -10.24539 5.78651
C -7.06784 -10.88584 6.45793
C -6.07006 -10.14538 7.28755
O -5.22107 -10.76848 7.89777
O -6.95397 -12.22746 6.41791
O -7.21511 -6.70369 6.66761
H -5.41781 -8.16019 7.91498
H -8.75924 -10.76996 5.18469
H -6.18677 -12.44156 6.98322
H -7.98698 -6.49397 6.10560
*
```

Calculated values
HOMO in eV: -10.6
Frontier orbital gap in eV: 6.3
Lowest unoccupied orbital energy in eV: -4.3
E_tot in a.u.: -3956.67042


2.
This record from the OMol25 dataset describes a structure of composition C44H37N3O4PS2Zr at a distorted geometry. The level of theory is wB97M-V/def2-TZVPD.

```
! wB97M-V def2-TZVPD RIJCOSX def2/J DEFGRID3
* xyz 1 1
Zr 0.17766 -0.25707 -0.08327
O -1.39358 -1.73696 -1.58252
C -1.17984 -0.54540 -1.81776
C -1.85270 0.31146 -2.80247
C -2.70227 -0.16578 -3.79728
C -3.20906 0.71240 -4.73856
C -2.85213 2.05681 -4.69711
C -2.01361 2.53793 -3.70186
C -1.52461 1.67036 -2.73126
P -0.43011 2.17188 -1.35771
C 0.91533 3.08240 -2.18663
C 1.34897 4.32225 -1.72024
C 2.45332 4.93781 -2.29328
C 3.12504 4.32521 -3.33985
C 2.68455 3.09996 -3.82299
C 1.58521 2.47909 -3.25284
C -1.27477 3.43085 -0.36217
C -2.29253 4.27250 -0.79687
C -2.84781 5.19878 0.07357
C -2.38291 5.30419 1.37697
C -1.36345 4.47346 1.81714
C -0.82292 3.53349 0.95383
H -2.93551 -1.22266 -3.82555
H -3.86660 0.35459 -5.51932
H -3.22343 2.73349 -5.45537
H -1.71762 3.58004 -3.70702
H 0.82317 4.81070 -0.90953
H 2.78239 5.90048 -1.92495
H 3.98630 4.80427 -3.78600
H 3.20183 2.62249 -4.64451
H 1.25445 1.51893 -3.62546
H -2.67621 4.20014 -1.80572
H -3.64639 5.84279 -0.26968
H -2.81907 6.03084 2.04895
H -0.99959 4.54766 2.83386
H -0.04601 2.86034 1.30309
S 2.92143 -3.58029 -4.09634
C 3.55597 -4.80486 -5.09645
C 3.64300 -6.00003 -4.44927
C 3.18937 -5.92421 -3.11468
C 2.76015 -4.66964 -2.76263
C 2.22637 -4.23244 -1.47991
C 1.78603 -2.90175 -1.30934
N 1.28222 -2.43965 -0.18201
C 1.19953 -3.26799 0.88015
C 1.61436 -4.60305 0.82669
C 1.50140 -5.40793 2.00882
C 1.01559 -4.89761 3.16159
C 0.59580 -3.52923 3.24324
C 0.10679 -2.93285 4.41153
C -0.27876 -1.60343 4.41510
C -0.17059 -0.90405 3.19863
N 0.29218 -1.43632 2.08626
C 0.68339 -2.72797 2.09735
C -0.80324 -0.93619 5.60135
C -1.02859 0.40139 5.79596
C -1.54761 0.69629 7.07763
C -1.71321 -0.41709 7.84166
S -1.23400 -1.83042 7.01637
C 2.12635 -5.07578 -0.38857
H 3.83629 -4.57946 -6.11202
H 4.02058 -6.90037 -4.90942
H 3.18406 -6.77221 -2.44595
H 1.86745 -2.18530 -2.11757
H 1.81926 -6.44150 1.95814
H 0.93689 -5.51492 4.04706
H 0.03565 -3.52744 5.31445
H -0.52457 0.11700 3.12136
H -0.82665 1.16207 5.05537
H -1.78799 1.69186 7.41843
H -2.09195 -0.48175 8.84800
H 2.45251 -6.10543 -0.45479
N 2.18518 0.62433 0.97364
C 3.14335 1.11082 -0.05278
C 2.98158 0.16401 -1.26129
O 3.91536 -0.35942 -1.82172
O 1.72415 -0.00453 -1.54898
H 2.09869 1.27803 1.74667
H 2.55151 -0.23117 1.38879
H 4.16856 1.13014 0.31123
H 2.83999 2.10974 -0.37152
C -3.24023 -0.55603 2.27909
C -2.95997 0.00334 0.89096
C -3.73187 1.29052 0.64286
O -1.57363 0.19275 0.70565
H -4.30701 -0.73992 2.40608
H -2.93082 0.15793 3.04704
H -2.71188 -1.49843 2.43078
H -3.28135 -0.74012 0.14745
H -3.42097 2.07193 1.33861
H -4.80155 1.11806 0.76628
H -3.56007 1.64082 -0.37470
*
```

Calculated values
HOMO in eV: -10.3
Frontier orbital gap in eV: 7.1
Lowest unoccupied orbital energy in eV: -3.2
Relative energy (zero: lowest compared OMol25 entry of this formula, charge and spin) in eV: 0.5495
E_tot in a.u.: -3348.93482